The following is a quantum chemistry calculation of a molecular structure, C38H42As2FeN3O8S3 at a distorted geometry, from OMol25.

Each line ends with the Mulliken spin population.
Cartesian coordinates (Å):
C: -3.689754 -0.463169 -0.798361  0.062
H: 3.762860 4.484821 -0.173073  0.000
C: 4.015476 -2.532777 1.657345  0.004
C: -0.464647 0.091210 -3.448984  0.054
C: -1.064623 1.246041 2.329555  0.075
H: 3.661623 -1.498443 4.590905  0.001
S: 4.225400 -0.754243 1.506304  0.035
C: 3.551070 0.087403 -3.248832  0.006
H: -5.175087 2.974627 0.489049  0.000
H: 4.900425 2.455681 -3.820965  0.000
C: -1.913507 2.123920 2.996266  -0.001
C: -0.542457 2.096360 -1.871165  0.036
As: -1.744716 -0.793180 -0.718273  0.106
O: -6.696231 -1.782405 -1.176395  0.000
C: -1.942756 -1.854106 -3.223956  0.395
H: -4.379314 0.954557 -4.744122  -0.003
H: 1.235331 -1.465949 5.283479  0.000
H: -1.635708 2.083125 -1.930819  -0.014
N: 2.396901 2.205144 0.819194  -0.036
C: 3.697401 -0.465116 4.240816  0.007
H: -5.609046 -2.900595 0.229277  0.000
C: -1.434668 3.403880 3.283004  0.005
S: 2.061597 0.117798 3.679257  0.048
H: -0.902276 -3.195331 -0.219295  -0.001
H: -0.422886 -5.472958 -3.929626  0.002
S: 1.151235 -2.084478 1.667964  -0.033
O: -2.439584 -4.183788 -3.596578  0.139
C: -3.422439 0.525806 -4.441797  0.035
O: -0.237387 -0.179343 -4.629932  0.135
O: -3.830416 -0.605548 1.622344  0.002
H: -5.815365 2.044406 -0.911871  0.000
C: 0.821120 -2.455124 3.438212  0.005
H: 3.949191 0.180286 5.087118  0.001
H: 1.061120 -5.113151 -2.963831  0.000
C: 2.626616 -3.100370 1.293820  -0.002
H: 2.542453 -4.086005 1.709501  0.002
C: -4.199361 -0.053637 0.597432  -0.004
C: -1.615365 -3.324430 -3.309275  0.154
N: 0.165395 1.579463 1.923823  -0.075
H: -6.801379 -3.775787 -0.813485  0.000
H: 2.594438 -3.166110 0.194703  -0.002
H: -2.727813 -3.211535 -0.451831  -0.016
H: 3.620750 4.538896 1.811157  0.000
H: 5.040265 0.744177 3.154830  0.000
C: 4.765281 -0.310197 3.188831  -0.004
C: -5.015263 2.123535 -0.162971  0.000
H: -2.062042 4.162204 3.782637  0.000
O: -5.104567 0.974914 0.703179  0.001
O: 0.091828 1.258354 -2.891141  0.006
N: 2.271695 0.188181 -0.776204  -0.050
H: -4.047554 2.229835 -0.678032  -0.001
C: 3.022140 1.279023 -1.187052  -0.001
H: -3.028530 1.167289 -3.653691  -0.010
C: -1.216470 -0.863477 -2.540197  0.743
H: -0.488991 -5.433780 -2.128809  0.001
C: 2.175970 -0.875905 -1.562278  0.118
C: 0.932813 -1.203872 4.279700  -0.007
As: -3.814598 -1.275842 -3.704646  0.096
H: -2.732504 0.409817 -5.268870  -0.003
C: 3.750989 3.569389 -0.764180  -0.003
C: 2.799973 -0.974051 -2.808873  0.031
H: -1.366957 0.230527 2.129511  -0.001
H: 4.120203 0.025736 -4.166258  0.000
Fe: 1.601516 0.280799 1.269935  1.892
H: 4.272918 -2.895621 2.664979  -0.001
H: -0.048193 -0.718322 4.294159  -0.001
C: -0.017308 -5.006557 -3.014933  -0.003
C: 0.655096 2.830336 2.179659  0.013
H: -0.205108 -2.790124 3.465421  0.001
C: -5.990192 -0.803335 -1.851318  0.004
C: 4.419087 3.545624 -2.003649  -0.001
H: 1.516788 -1.663646 -1.247171  -0.082
H: 5.638733 -0.930990 3.430641  0.000
O: -6.581719 0.027399 -2.516512  0.003
C: 3.069612 2.432001 -0.332521  0.000
H: 0.075933 5.622739 4.006944  0.000
C: -6.011480 -3.013314 -0.784603  0.000
H: -0.186768 3.112820 -2.121581  0.001
O: -0.260579 -3.559519 -3.034468  0.026
H: -5.219138 -3.346690 -1.477411  0.001
H: 2.686714 -1.906754 -3.358996  -0.003
C: -4.464659 -0.854884 -1.829476  0.037
C: 1.925900 3.181205 1.636154  0.018
C: -1.849046 -2.695623 -0.002304  0.037
C: 4.386752 2.447977 -2.835969  0.003
C: 0.603663 4.901321 3.407153  0.001
H: 2.490410 5.932607 3.528544  0.000
H: -0.208350 1.798028 -0.883214  0.018
H: -2.066897 -2.552976 1.050745  0.000
H: 4.741998 -2.950881 0.970099  0.000
H: 1.488604 -3.238331 3.785383  0.000
H: 4.966997 4.453846 -2.312447  -0.001
C: 2.577231 4.318232 2.121645  0.000
C: 1.925259 5.108044 3.064911  -0.003
C: -0.120148 3.768109 2.948979  0.001
C: 3.683057 1.254834 -2.465781  -0.001
H: -2.923981 1.809943 3.273456  0.001

Force components x, y, z for each atom (eV/Å):
C -0.692 -0.561 0.042
H 0.023 -0.404 -0.204
C -0.297 -0.517 0.620
C 0.899 0.696 0.044
C 0.916 0.225 -0.002
H -0.329 0.060 -0.015
S 0.266 0.506 0.070
C 0.392 -0.063 0.125
H -0.030 0.129 -0.062
H -0.367 0.087 0.846
C -0.110 1.198 0.179
C 0.461 -0.134 -0.962
As 0.691 0.437 2.149
O 1.466 0.659 -0.888
C -0.644 -1.731 -0.206
H 0.091 -0.167 -0.168
H -0.108 0.144 0.370
H 0.111 -0.153 -0.074
N -0.425 -1.257 0.577
C -0.269 -0.064 0.393
H -0.094 -0.071 -0.237
C -0.700 -0.143 0.233
S -0.202 -0.093 1.255
H -0.263 -0.004 0.209
H 0.248 0.221 0.523
S -0.222 -0.699 -0.160
O 1.457 1.140 0.596
C -0.499 -0.097 1.078
O -0.527 0.544 2.690
O -0.251 0.401 -1.572
H 0.274 0.189 0.176
C 0.435 0.570 -0.746
H 0.028 -0.294 0.030
H 0.030 -0.029 -0.024
C 0.552 1.376 -1.063
H -0.421 -0.467 0.160
C -0.451 0.298 0.685
C -0.159 0.642 -0.263
N -1.016 -0.120 0.219
H 0.295 0.283 0.193
H -0.179 -0.185 0.371
H 0.770 0.182 0.163
H -0.985 -0.197 0.383
H 0.271 -0.099 -0.336
C 0.021 -0.069 -0.533
C -0.368 -0.261 -0.635
H 0.291 -0.620 -0.141
O 1.322 -1.066 -0.157
O -0.933 -1.031 -0.639
N 0.108 0.130 0.248
H -0.230 -0.250 0.310
C 0.161 -0.991 -1.285
H 0.223 0.062 -0.182
C 0.272 0.527 -1.996
H -0.006 -0.050 -0.128
C 0.002 0.934 -0.076
C 0.039 0.778 -0.198
As 0.227 -0.737 -0.164
H 0.046 0.011 -0.077
C -0.217 -0.223 0.091
C 0.189 -0.043 0.024
H -0.123 -0.136 -0.076
H -0.168 0.016 -0.202
Fe 1.900 1.161 -1.732
H 0.104 0.429 -0.238
H 0.245 0.087 0.253
C -0.006 0.513 -0.345
C -1.501 0.565 0.619
H -0.171 -0.382 0.099
C -1.097 -0.134 -0.206
C 0.055 0.083 -0.512
H -0.172 -0.328 0.298
H -0.136 0.396 0.013
O 0.977 -1.016 1.125
C 0.294 -0.599 -0.109
H 0.030 0.122 0.316
C -0.335 0.050 -0.021
H -0.210 -0.519 0.272
O -2.055 -0.847 -0.285
H -0.313 0.478 0.115
H 0.056 0.367 -0.081
C 0.154 0.921 0.154
C 0.363 -0.052 0.894
C -0.940 0.510 -1.484
C 0.410 -0.442 -0.821
C -0.195 0.375 -0.152
H -0.503 -0.340 -0.332
H 0.057 0.003 0.141
H 0.273 -0.019 0.132
H 0.065 -0.354 -0.027
H 0.040 -0.124 -0.203
H -0.363 -0.653 0.123
C 0.513 -0.814 -0.732
C -0.464 0.817 0.511
C 1.722 -0.792 -0.506
C -0.495 1.003 1.273
H 0.413 0.120 -0.139

**Kohn-Sham gap (alpha / beta)**: 0.2369 / 0.1820 Eh
**Expectation value of S²**: 6.0683
**M**: 970.66 g mol⁻¹
**Max |F|**: 0.05485 Eh/bohr
**E_tot**: -9168.88547 hartree
**Spin multiplicity**: 5
**Relative energy (zero: lowest compared OMol25 entry of this formula, charge and spin)**: 0.00 kcal per mole
**Charge**: +1